1.
Here is a structure of composition C12H33AgN5O9 from OMol25. Energies are from ωB97M-V with the def2-TZVPD basis set.

The geometry in XYZ format:
```
60
Properties=species:S:1:pos:R:3:mulliken_spin:R:1
Ag 8.387 -6.047 20.416 -0.001
N 3.859 -7.990 17.438 -0.019
O 3.866 -8.360 16.293 0.129
O 2.854 -7.678 17.989 0.156
O 4.934 -7.856 18.077 0.231
N 10.576 -3.475 25.061 -0.022
O 10.638 -2.206 25.056 0.236
O 10.060 -4.108 24.169 0.113
O 11.010 -4.047 26.026 0.176
C 5.641 -10.006 25.130 0.000
C 6.373 -10.037 23.777 0.000
C 5.977 -11.244 22.918 0.000
O 7.013 -11.578 21.997 0.000
C 6.533 -12.533 21.093 0.000
N 6.103 -8.823 23.015 0.000
H 5.982 -10.865 25.708 0.000
H 4.562 -10.082 24.996 0.000
H 5.892 -9.156 25.765 0.000
H 7.441 -10.182 23.945 0.000
H 5.034 -11.090 22.394 0.000
H 5.793 -12.016 23.665 0.000
H 5.618 -12.152 20.640 0.000
H 6.413 -13.436 21.692 0.000
H 7.270 -12.683 20.304 0.000
H 6.132 -8.196 23.806 0.000
H 5.110 -8.858 22.836 0.000
C 7.446 -0.352 17.780 0.000
C 7.994 -1.763 18.060 0.000
C 9.484 -1.615 18.555 0.000
O 10.061 -2.863 18.969 0.000
C 11.430 -2.720 19.475 0.000
N 7.270 -2.523 18.990 0.000
H 8.039 0.027 16.948 0.000
H 7.644 0.339 18.600 0.000
H 6.410 -0.442 17.452 0.000
H 8.014 -2.484 17.242 0.000
H 9.644 -0.917 19.376 0.000
H 10.167 -1.200 17.814 0.000
H 12.021 -2.337 18.643 0.000
H 11.858 -3.666 19.804 0.000
H 11.412 -2.006 20.298 0.000
H 6.880 -1.851 19.635 0.000
H 6.443 -2.799 18.479 0.000
C 12.373 -10.739 19.139 0.000
C 11.829 -9.349 18.878 0.000
C 11.189 -9.230 17.500 0.000
O 10.657 -7.912 17.297 0.000
C 10.303 -7.564 15.990 0.000
N 10.859 -9.051 19.916 0.000
H 12.892 -11.184 18.290 0.000
H 11.626 -11.446 19.502 0.000
H 13.236 -10.707 19.805 0.000
H 12.662 -8.652 18.977 0.000
H 10.334 -9.896 17.384 0.000
H 11.824 -9.475 16.649 0.000
H 10.864 -8.116 15.236 0.000
H 10.340 -6.479 15.889 0.000
H 9.288 -7.890 15.763 0.000
H 11.274 -9.282 20.807 0.000
H 10.297 -9.881 19.790 0.000
```

HOMO (spin up / spin down) (Ha): -0.3613 / -0.2282
LUMO level (spin up / spin down) (eV): -3.1 / -4.9
⟨S²⟩: 0.755
HOMO-LUMO gap (spin up / spin down) (eV): 6.73 / 1.31
Net charge: 0
2S+1: 2



2.
Here is a structure of composition C12H33ClDyI2P3 from OMol25. Energies are from ωB97M-V with the def2-TZVPD basis set.

The geometry in XYZ format:
```
52
Properties=species:S:1:pos:R:3:mulliken_spin:R:1
I -1.171 1.929 1.926 -0.728
I -0.369 -0.931 2.437 -0.238
Dy -0.504 0.364 -2.390 6.205
P -3.350 -0.080 -1.631 -0.167
C -4.350 -0.138 -0.091 0.003
C -4.304 1.286 -2.424 0.024
H -5.396 1.062 -2.442 0.001
H -5.305 -1.228 -2.692 0.000
H -3.944 1.426 -3.460 -0.005
H -3.707 -1.644 -3.441 0.000
H -3.998 0.690 0.538 0.000
H -4.144 2.217 -1.850 -0.004
C -4.236 -1.462 -2.488 0.005
H -5.424 0.000 -0.299 0.003
H -4.203 -2.361 -1.845 0.001
H -4.203 -1.112 0.398 -0.001
P 2.116 0.023 -1.046 -0.060
C 2.724 -0.012 0.709 0.001
C 2.980 -1.463 -1.688 0.004
H 2.878 1.630 -2.763 -0.012
H 4.212 1.054 -1.744 0.000
H 3.076 2.310 -1.124 -0.002
C 3.164 1.390 -1.726 0.021
H 2.613 -1.725 -2.686 0.001
H 4.050 -1.244 -1.773 -0.001
H 3.827 -0.120 0.703 0.005
H 2.293 -0.844 1.277 -0.002
H 2.830 -2.328 -1.029 0.002
H 2.485 0.907 1.251 0.001
Cl 0.735 -0.390 -4.311 -0.028
C -1.780 -0.599 4.830 -0.015
C -0.709 0.496 5.082 -0.004
P 0.897 0.203 4.223 -0.023
C 1.923 1.657 4.438 -0.001
C 2.569 1.800 5.814 0.000
C 1.834 -1.128 5.051 0.002
C 1.350 -1.468 6.468 -0.004
H -2.364 -0.358 3.914 0.002
H -2.511 -0.657 5.653 -0.001
H -1.289 -1.587 4.796 0.000
H -1.047 1.481 4.701 0.004
H -0.430 0.533 6.134 0.000
H 2.717 1.617 3.679 -0.001
H 1.228 2.483 4.257 0.001
H 3.416 1.114 5.940 0.000
H 3.001 2.803 5.837 0.000
H 1.840 1.719 6.632 0.000
H 1.865 -2.027 4.357 0.011
H 2.872 -0.704 5.134 0.000
H 0.246 -1.457 6.487 0.001
H 1.793 -2.458 6.643 0.001
H 1.761 -0.805 7.254 0.000
```

HOMO (spin up / spin down) (Ha): -0.4775 / -0.5314
LUMO level (spin up / spin down) (eV): -8.4 / -7.8
⟨S²⟩: 9.787
HOMO-LUMO gap (spin up / spin down) (eV): 4.63 / 6.64
Net charge: +2
2S+1: 6



3.
Here is a cluster of 4 separate species, C12H33ClN3O7 in total from OMol25. Energies are from ωB97M-V with the def2-TZVPD basis set.

The geometry in XYZ format:
```
56
Properties=species:S:1:pos:R:3:mulliken_charge:R:1
Cl -1.758 1.113 -0.671 1.682
O -2.326 2.419 -0.809 -0.704
O -2.815 0.188 -0.314 -0.685
O -1.082 0.713 -1.899 -0.625
O -0.803 1.125 0.433 -0.637
C -1.953 -4.802 0.295 -1.525
C -1.151 -3.589 -0.074 0.451
C -1.163 -3.186 -1.573 -0.735
O -0.731 -4.239 -2.408 -0.391
C 0.646 -4.216 -2.647 -0.694
N -1.467 -2.424 0.777 -0.466
H -3.032 -4.657 0.230 0.315
H -1.728 -5.169 1.300 0.337
H -1.681 -5.669 -0.315 0.367
H -0.070 -3.705 0.097 0.256
H -0.577 -2.270 -1.667 0.469
H -2.206 -2.962 -1.821 0.398
H 0.993 -5.142 -3.110 0.280
H 1.293 -4.111 -1.769 0.284
H 0.868 -3.410 -3.356 0.282
H -0.823 -1.664 0.566 0.167
H -2.354 -2.043 0.438 0.204
C -0.080 -0.592 3.556 -1.034
C -1.506 -0.539 4.130 0.475
C -1.556 -0.279 5.618 -0.946
O -2.901 -0.114 6.041 -0.281
C -2.948 0.166 7.403 -0.738
N -2.262 0.443 3.321 -0.712
H -0.169 -1.055 2.575 0.029
H 0.688 -1.167 4.087 0.415
H 0.331 0.405 3.375 0.355
H -1.903 -1.534 3.908 0.292
H -0.992 0.629 5.878 0.345
H -1.140 -1.125 6.182 0.353
H -3.958 0.303 7.794 0.264
H -2.473 1.135 7.613 0.299
H -2.477 -0.629 7.991 0.287
H -2.361 -0.061 2.438 0.260
H -1.569 1.135 3.041 0.328
C 4.310 2.971 -5.351 -1.448
C 3.570 4.183 -4.800 0.456
C 2.254 3.964 -4.053 -0.733
O 2.509 3.457 -2.775 -0.362
C 1.423 2.721 -2.249 -0.991
N 4.527 4.959 -3.952 -0.830
H 5.258 3.339 -5.748 0.402
H 3.743 2.461 -6.125 0.363
H 4.588 2.287 -4.547 0.309
H 3.311 4.876 -5.607 0.279
H 1.551 3.328 -4.608 0.457
H 1.739 4.938 -4.040 0.352
H 1.334 1.775 -2.792 0.380
H 0.482 3.260 -2.134 0.391
H 1.639 2.349 -1.243 0.324
H 3.955 5.444 -3.260 0.310
H 5.000 4.271 -3.367 0.323
```

HOMO (Ha): -0.2344
LUMO level (eV): 2.8
HOMO-LUMO gap (eV): 9.22
Net charge: -1



4.
Here is a cluster of 4 separate species, C12H33ClN3O7 in total from OMol25. Energies are from ωB97M-V with the def2-TZVPD basis set.

The geometry in XYZ format:
```
56
Properties=species:S:1:pos:R:3:mulliken_charge:R:1
Cl -1.095 0.949 0.136 1.584
O -2.097 1.744 0.795 -0.694
O -0.748 -0.112 1.043 -0.567
O -1.589 0.555 -1.158 -0.732
O 0.107 1.738 -0.128 -0.741
C 1.697 -1.750 -1.849 -1.491
C 2.538 -2.362 -0.729 0.343
C 1.618 -2.507 0.486 -0.324
O 2.289 -3.298 1.493 -0.392
C 1.615 -3.211 2.723 -0.551
N 3.068 -3.632 -1.251 -0.728
H 0.794 -2.310 -2.101 0.308
H 2.312 -1.653 -2.748 0.410
H 1.337 -0.725 -1.717 0.322
H 3.395 -1.723 -0.517 0.308
H 0.669 -3.031 0.352 0.435
H 1.617 -1.476 0.859 0.093
H 1.795 -2.278 3.261 0.098
H 1.938 -4.023 3.383 0.322
H 0.543 -3.401 2.580 0.296
H 2.270 -4.229 -1.434 0.258
H 3.709 -4.044 -0.587 0.293
C 1.540 0.923 4.019 -1.274
C 0.054 1.277 4.032 1.139
C -0.517 1.423 5.457 -0.832
O -0.541 0.187 6.182 -0.366
C -1.545 -0.669 5.676 -0.598
N -0.237 2.481 3.239 -0.802
H 1.879 0.934 2.985 0.370
H 1.596 -0.082 4.439 0.203
H 2.115 1.562 4.690 0.320
H -0.478 0.403 3.642 -0.101
H -1.518 1.859 5.428 0.357
H 0.141 2.075 6.033 0.324
H -1.306 -1.009 4.664 0.178
H -2.492 -0.127 5.539 0.305
H -1.741 -1.499 6.349 0.271
H 0.050 2.098 2.337 0.167
H -1.218 2.714 3.174 0.340
C -2.963 2.341 -4.646 -1.353
C -2.381 0.941 -4.832 0.360
C -0.845 0.977 -4.777 -0.443
O -0.310 1.794 -5.838 -0.373
C 0.810 2.566 -5.430 -0.712
N -2.918 0.055 -3.813 -0.750
H -2.480 2.997 -5.373 0.332
H -2.800 2.721 -3.635 0.259
H -4.044 2.375 -4.786 0.356
H -2.736 0.488 -5.763 0.340
H -0.548 -0.035 -5.076 0.269
H -0.511 1.359 -3.813 0.318
H 0.570 3.271 -4.632 0.308
H 1.152 3.109 -6.316 0.255
H 1.613 1.843 -5.225 0.304
H -2.610 -0.906 -3.926 0.262
H -2.563 0.327 -2.895 0.413
```

HOMO (Ha): -0.2309
LUMO level (eV): 3.0
HOMO-LUMO gap (eV): 9.23
Net charge: -1



- net charge of number 4 (C12H33ClN3O7)?
  -1



- The highest net charge belongs to which entry?
  C12H33ClDyI2P3



- Which of these has the highest net charge?
  C12H33ClDyI2P3